No. 1
C14H14Cl3GeIrN6O2S2 as an isolated structure in a non-equilibrium geometry. Source: the OMol25 dataset; level of theory: ωB97M-V/def2-TZVPD.

strongest force on any atom = 1.323 eV/Å
energy = -5378.80479 Ha
Kohn-Sham gap = 7.11 eV
energy relative to the best compared isomer or geometry (same formula, charge and spin) = 7.7 kJ/mol

ORCA input file:
```
! RIJCOSX wB97M-V def2-TZVPD def2/J DEFGRID3
* xyz 2 1
Ir -0.22 -0.72 -0.20
S -1.00 -0.36 1.93
C 0.44 -0.22 2.93
C 0.29 0.05 4.30
C 1.41 0.17 5.10
C 2.70 0.05 4.58
C 2.86 -0.22 3.23
C 1.72 -0.36 2.43
S 1.96 -0.76 0.72
H -0.70 0.15 4.71
H 1.28 0.37 6.16
H 3.56 0.16 5.21
H 3.85 -0.34 2.80
N 0.63 -1.61 -4.30
C 1.18 -1.45 -3.10
N 0.21 -1.17 -2.24
C -0.93 -1.16 -3.01
N -0.70 -1.43 -4.27
C -2.20 -0.89 -2.36
C -3.40 -0.72 -3.03
N -4.52 -0.42 -2.39
C -4.44 -0.30 -1.07
C -3.25 -0.46 -0.37
N -2.13 -0.74 -1.03
H 1.08 -1.86 -5.17
H 2.22 -1.57 -2.88
H -3.44 -0.83 -4.11
H -5.36 -0.06 -0.54
H -3.21 -0.37 0.70
N 1.32 3.55 -0.38
C -0.05 3.52 -1.01
C -0.59 2.09 -1.09
O -1.67 1.92 -1.59
O 0.22 1.21 -0.57
H 2.05 3.82 -1.04
H 1.50 2.58 -0.06
H 1.37 4.18 0.42
H -0.01 3.96 -2.00
H -0.73 4.10 -0.39
Cl 3.01 -3.85 -0.72
Ge 1.82 -3.00 0.80
Cl -0.27 -3.22 0.20
Cl 2.13 -3.79 2.70
*
```

=====

No. 2
A 2-piece molecular cluster, CH3O4S2 overall in a non-equilibrium geometry. Source: the OMol25 dataset; level of theory: ωB97M-V/def2-TZVPD.

strongest force on any atom = 4.103 eV/Å
energy = -1137.28262 Ha
Kohn-Sham gap = 8.96 eV
energy relative to the best compared isomer or geometry (same formula, charge and spin) = 88.5 kJ/mol

ORCA input file:
```
! RIJCOSX wB97M-V def2-TZVPD def2/J DEFGRID3
* xyz -1 1
C -0.93 -1.99 -1.25
O 0.70 -0.42 -2.58
O 0.77 -0.22 -0.14
O -1.11 0.69 -1.34
O -2.04 -2.08 -1.74
S 0.50 1.88 1.83
S -0.06 -0.29 -1.34
H -0.39 -2.75 -0.71
H 0.55 0.86 1.06
H 0.52 0.89 2.77
*
```

=====

No. 3
C12H24N6O6Ru as an isolated structure in a non-equilibrium geometry. Source: the OMol25 dataset; level of theory: ωB97M-V/def2-TZVPD.

strongest force on any atom = 3.616 eV/Å
energy = -1345.89324 Ha
Kohn-Sham gap (alpha / beta) = 5.54 / 6.03 eV
energy relative to the best compared isomer or geometry (same formula, charge and spin) = 195.1 kJ/mol
expectation value of S² = 8.788

ORCA input file:
```
! RIJCOSX wB97M-V def2-TZVPD def2/J DEFGRID3
* xyz 1 6
O 0.13 3.38 -0.06
H -0.13 4.08 -0.69
Ru 0.00 0.01 -0.45
N -1.90 0.62 -1.09
N -1.03 0.64 1.31
N 1.60 -0.76 -1.43
N 1.36 -0.88 0.98
O -2.33 0.38 -2.25
O 1.65 -0.58 -2.83
O 1.13 -1.11 2.30
O -0.69 0.50 2.57
C -2.22 1.31 1.14
C -2.68 1.33 -0.19
C 2.68 -1.30 -0.86
C 2.52 -1.42 0.54
C -3.92 2.06 -0.65
H -3.71 3.14 -0.72
H -4.76 1.93 0.03
H -4.20 1.70 -1.64
C -2.99 1.80 2.34
H -2.40 2.53 2.93
H -3.28 0.96 2.99
H -3.90 2.30 1.98
C 3.83 -1.74 -1.72
C 3.55 -2.09 1.42
H 4.04 -1.01 -2.53
H 3.60 -2.74 -2.15
H 4.70 -1.83 -1.05
H 3.24 -2.09 2.47
H 4.52 -1.56 1.34
H 3.72 -3.15 1.12
H 1.09 0.20 -2.99
H 0.34 -0.41 2.48
C 1.23 3.97 1.19
H 0.65 4.24 2.12
H 1.76 4.59 0.44
H 1.72 3.00 1.28
O 0.61 1.53 -1.51
H 0.24 2.57 -0.87
H 1.58 1.57 -1.44
N -1.32 -3.76 -1.36
C -1.65 -3.76 -0.02
C -1.34 -2.53 0.48
N -0.81 -1.82 -0.57
C -0.81 -2.55 -1.68
H -1.40 -4.46 -2.07
H -2.07 -4.58 0.51
H -1.47 -2.07 1.46
H -0.49 -2.15 -2.65
*
```

=====

No. 4
C18H6O12Ti as an isolated structure in a non-equilibrium geometry. Source: the OMol25 dataset; level of theory: ωB97M-V/def2-TZVPD.

strongest force on any atom = 3.877 eV/Å
energy = -2441.42924 Ha
Kohn-Sham gap (alpha / beta) = 2.97 / 4.49 eV
expectation value of S² = 3.779

ORCA input file:
```
! RIJCOSX wB97M-V def2-TZVPD def2/J DEFGRID3
* xyz -5 4
Ti 0.39 -0.27 -0.93
C 0.20 -0.33 3.35
C -0.29 -0.21 2.02
C -0.81 1.22 1.60
O -0.97 1.49 0.40
C -1.11 2.16 2.66
C -0.91 1.83 3.99
C -0.15 0.55 4.36
O 0.41 0.46 5.50
O -1.09 2.76 4.86
O -0.30 -1.14 1.18
H 0.75 -1.25 3.52
H -1.33 3.14 2.25
C 4.04 0.71 -3.22
C 3.03 0.48 -2.26
C 2.85 1.62 -1.29
O 1.89 1.52 -0.43
C 3.72 2.75 -1.32
C 4.73 2.90 -2.29
C 4.88 1.83 -3.31
O 5.73 1.90 -4.30
O 5.42 4.01 -2.28
O 2.24 -0.55 -2.28
H 4.12 -0.06 -3.99
H 3.58 3.50 -0.55
C -4.77 -2.18 -0.18
C -3.86 -1.22 -0.74
C -2.42 -1.68 -1.19
O -1.65 -0.82 -1.69
C -2.09 -3.02 -0.96
C -2.98 -3.93 -0.41
C -4.35 -3.48 0.03
O -5.25 -4.34 0.37
O -2.61 -5.14 -0.33
O -4.16 -0.04 -0.97
H -5.76 -1.86 0.10
H -1.09 -3.34 -1.25
*
```

=====

No. 5
C6H12N2O4 as an isolated structure in a non-equilibrium geometry. Source: the OMol25 dataset; level of theory: ωB97M-V/def2-TZVPD.

strongest force on any atom = 4.661 eV/Å
energy = -646.21624 Ha
Kohn-Sham gap = 9.54 eV
energy relative to the best compared isomer or geometry (same formula, charge and spin) = 315.6 kJ/mol

ORCA input file:
```
! RIJCOSX wB97M-V def2-TZVPD def2/J DEFGRID3
* xyz 0 1
C -0.88 0.10 -0.04
C 0.03 1.27 0.23
C -0.60 -0.47 -1.45
C -1.41 0.30 -2.49
C 1.36 0.00 1.96
C 1.92 -1.28 1.33
H -2.48 1.40 -0.06
H -3.08 -0.14 0.06
H -0.66 -0.57 0.80
H -0.97 -1.52 -1.52
H 1.04 -1.13 -1.32
H -0.59 0.13 -3.54
H -1.44 1.54 -2.41
H -2.58 -0.18 -2.74
H 1.62 1.98 1.20
H 2.16 0.50 2.63
H 0.48 -0.30 2.51
H 2.25 -1.54 3.10
N -2.28 0.45 0.39
N 1.05 1.14 1.11
O -0.16 2.33 -0.36
O 0.72 -0.41 -1.90
O 1.84 -1.62 0.19
O 2.69 -1.97 2.32
*
```

=====

No. 6
C41H32BrN4O9PPt as an isolated structure. Source: the OMol25 dataset; level of theory: ωB97M-V/def2-TZVPD.

strongest force on any atom = 0.988 eV/Å
energy = -5512.30591 Ha
Kohn-Sham gap = 7.61 eV
energy relative to the best compared isomer or geometry (same formula, charge and spin) = 15.8 kJ/mol

ORCA input file:
```
! RIJCOSX wB97M-V def2-TZVPD def2/J DEFGRID3
* xyz 0 1
Pt -0.11 -0.71 0.85
O -1.99 -4.53 4.54
C -2.70 -4.09 3.46
C -4.04 -4.47 3.40
C -4.83 -4.04 2.35
C -4.29 -3.23 1.35
C -2.96 -2.88 1.41
C -2.14 -3.30 2.45
C -0.68 -2.89 2.49
O -0.13 -2.66 1.24
N -0.53 -1.72 3.38
N 0.26 -0.71 2.80
C 0.82 0.10 3.61
C 1.84 1.10 3.37
Br 2.68 1.23 1.69
C 2.20 1.85 4.42
C 3.23 2.90 4.56
C 4.49 2.83 3.98
C 5.41 3.85 4.19
C 5.07 4.95 4.96
C 3.82 5.02 5.55
C 2.91 3.99 5.37
H -1.07 -4.25 4.47
H -4.43 -5.10 4.19
H -5.87 -4.33 2.32
H -4.91 -2.89 0.53
H -2.52 -2.26 0.63
H -0.08 -3.70 2.94
H -1.41 -1.34 3.71
H 0.57 -0.04 4.66
H 1.59 1.71 5.31
H 4.77 1.97 3.39
H 6.39 3.78 3.74
H 5.79 5.75 5.11
H 3.55 5.87 6.17
H 1.94 4.04 5.84
O -0.63 2.21 2.21
C -0.43 2.22 1.01
O -0.05 1.25 0.26
C -0.62 3.51 0.24
C -0.44 4.73 0.89
C -0.60 5.90 0.17
C -0.95 5.91 -1.16
C -1.14 4.69 -1.77
C -0.97 3.49 -1.10
N -1.51 4.66 -3.20
O -1.56 5.72 -3.79
O -1.75 3.57 -3.69
N -0.39 7.19 0.86
O -0.08 7.16 2.03
O -0.54 8.20 0.20
H -0.18 4.75 1.94
H -1.07 6.84 -1.70
H -1.12 2.55 -1.61
O -0.54 -0.98 -1.14
P -0.18 -1.69 -2.41
C -1.65 -2.41 -3.13
C -2.23 -1.94 -4.30
C -3.41 -2.50 -4.76
C -4.01 -3.53 -4.04
C -3.44 -4.00 -2.87
C -2.26 -3.45 -2.41
C 0.53 -0.51 -3.56
C 0.98 -0.87 -4.83
C 1.51 0.10 -5.67
C 1.60 1.42 -5.24
C 1.17 1.77 -3.97
C 0.64 0.81 -3.12
C 0.99 -3.05 -2.21
C 1.86 -3.06 -1.12
C 2.78 -4.09 -1.00
C 2.84 -5.10 -1.95
C 1.97 -5.09 -3.03
C 1.04 -4.07 -3.16
H -1.77 -1.13 -4.85
H -3.87 -2.13 -5.67
H -4.94 -3.96 -4.40
H -3.92 -4.79 -2.31
H -1.81 -3.80 -1.49
H 0.92 -1.90 -5.16
H 1.85 -0.18 -6.66
H 2.02 2.17 -5.90
H 1.26 2.80 -3.63
H 0.32 1.07 -2.12
H 1.81 -2.29 -0.37
H 3.45 -4.11 -0.15
H 3.55 -5.90 -1.85
H 2.00 -5.88 -3.77
H 0.34 -4.08 -3.99
*
```